Density functional theory data (ωB97M-V with the def2-TZVPD basis set) for a 2-piece molecular cluster, C6H14N2O2 overall at a distorted geometry.

The energy above the lowest of the compared OMol25 structures with the same formula, charge and spin is 1.870 eV. Its total charge is 0. Its SMILES is CNC(C)=O.CNC(C)=O. As for the total energy: -496.98879 hartree. The calculation puts the largest force on an atom at 2.8 eV Å⁻¹. The spin multiplicity is 1. The calculation puts the frontier orbital gap at 10.190 eV.

Cartesian coordinates (Å):
C 2.449 -0.634 1.688
N 1.344 -1.203 0.907
C 1.412 -2.258 0.052
C 0.141 -2.481 -0.712
O 2.373 -2.963 -0.186
H 3.445 -0.511 1.284
H 2.145 0.415 1.765
H 2.387 -1.062 2.682
H 0.452 -0.741 0.939
H -0.608 -2.983 -0.036
H -0.500 -1.615 -0.891
H 0.295 -3.213 -1.501
C -2.357 0.675 0.633
N -1.568 1.018 -0.540
C -1.015 2.302 -0.489
C -0.160 2.543 -1.734
O -0.940 2.937 0.528
H -3.422 0.889 0.705
H -2.104 -0.326 0.976
H -2.050 1.227 1.537
H -1.977 0.543 -1.326
H -0.335 3.357 -2.435
H 0.884 2.411 -1.448
H -0.290 1.672 -2.398